{
  "formula": "C41H77FeN8O3",
  "method": "ωB97M-V with the def2-TZVPD basis set",
  "orbital_gap_ev": [5.80, 5.20],
  "e_homo_ha": [-0.2056, -0.2031],
  "multiplicity": 6,
  "total_energy_ev": -96208.5955,
  "symbols": ["Fe", "O", "O", "O", "N", "N", "N", "N", "N", "N", "N", "N", "C", "C", "C", "C", "C", "C", "C", "C", "C", "C", "C", "C", "C", "C", "C", "C", "C", "C", "C", "C", "C", "C", "C", "C", "C", "C", "C", "C", "C", "C", "C", "C", "C", "C", "C", "C", "C", "C", "C", "C", "C", "H", "H", "H", "H", "H", "H", "H", "H", "H", "H", "H", "H", "H", "H", "H", "H", "H", "H", "H", "H", "H", "H", "H", "H", "H", "H", "H", "H", "H", "H", "H", "H", "H", "H", "H", "H", "H", "H", "H", "H", "H", "H", "H", "H", "H", "H", "H", "H", "H", "H", "H", "H", "H", "H", "H", "H", "H", "H", "H", "H", "H", "H", "H", "H", "H", "H", "H", "H", "H", "H", "H", "H", "H", "H", "H", "H", "H"],
  "positions_angstrom": [[0.17, 0.08, -0.01], [1.46, 0.37, -1.74], [-0.84, -0.37, 1.81], [-1.59, -0.23, -1.09], [0.67, -2.00, -0.03], [-0.20, 2.15, 0.19], [-2.36, -4.29, 0.16], [2.87, 0.54, -2.14], [1.98, 0.30, 1.25], [-2.16, 0.03, -2.42], [2.14, 3.54, 2.03], [-1.49, -0.56, 3.07], [-5.25, -3.49, 2.14], [-2.49, -1.25, -3.18], [4.36, 0.56, 2.37], [3.41, -0.59, -3.00], [0.66, -4.57, -0.40], [-0.40, 3.20, 0.59], [3.08, 2.80, -1.13], [-4.66, -4.38, 3.22], [-3.27, 0.14, 4.62], [-3.13, -3.60, 0.73], [-0.17, -2.70, 3.52], [-3.68, 0.22, -4.88], [3.24, 3.95, 2.15], [-0.67, 4.53, 1.11], [0.65, -3.17, -0.23], [3.02, 0.41, 1.70], [-2.43, 0.57, 3.38], [-2.54, -0.48, 5.76], [-3.03, 1.18, -2.59], [4.81, 2.04, -2.80], [3.30, -1.99, -2.31], [-3.67, -2.07, -2.58], [-4.11, -2.71, 1.36], [5.30, 0.99, -3.78], [-3.21, 1.43, -4.11], [-1.76, 1.91, 3.80], [5.48, 0.96, 1.46], [4.56, 4.49, 2.31], [-2.46, 2.49, -2.03], [-0.71, -1.33, 4.11], [-1.23, -2.15, -3.22], [0.50, -0.53, 4.68], [-2.69, -0.96, -4.67], [4.94, -0.40, -3.26], [5.81, -0.06, 0.35], [3.27, 1.96, -2.43], [-3.42, 0.87, 2.28], [-1.71, -1.68, 5.26], [-4.43, 1.03, -1.97], [2.46, 2.76, -3.50], [2.67, -0.61, -4.38], [0.93, -0.91, 5.61], [-4.10, 1.63, 2.65], [2.28, -2.39, -2.30], [4.92, 1.27, -4.77], [1.61, -0.72, -4.14], [5.54, -0.62, -2.38], [2.68, 2.40, -4.51], [6.38, 1.22, 2.03], [-1.17, -2.06, 6.13], [0.31, -3.29, 4.30], [-3.92, -5.04, 2.76], [-2.98, 3.37, -2.40], [-2.69, 2.52, -0.96], [-0.96, -3.28, 3.03], [1.63, -4.92, -0.74], [2.48, 3.84, -3.37], [6.39, 0.97, -3.75], [-0.38, 4.72, 2.14], [-3.25, -0.90, 6.47], [-3.90, -0.65, 4.21], [0.32, -5.11, 0.48], [5.04, 3.05, -3.15], [-5.97, -2.76, 2.51], [-4.97, 1.96, -2.16], [3.87, -2.75, -2.85], [-4.67, -2.15, 0.61], [3.57, 3.77, -1.20], [5.13, 4.47, 1.38], [-5.36, -4.94, 3.83], [0.01, -4.93, -1.20], [-1.33, 2.10, 4.78], [4.93, -0.39, -0.21], [5.33, 1.94, 1.02], [-1.43, -3.11, -3.71], [-4.96, 0.21, -2.46], [4.63, -0.35, 2.91], [-3.68, -1.92, -1.50], [-4.03, 0.04, 1.92], [5.15, 4.01, 3.09], [-0.90, -2.39, -2.21], [-4.26, -3.67, 3.94], [-2.25, 1.71, -4.54], [-3.89, 0.95, 5.01], [4.60, 5.54, 2.60], [-1.95, 0.24, 6.31], [5.21, -0.98, -4.15], [-1.83, -0.83, -5.33], [-2.44, -2.45, 4.97], [2.02, 2.93, -0.90], [-1.74, 4.67, 0.96], [-3.21, -1.76, -5.20], [1.30, -0.47, 3.94], [-5.86, -4.05, 1.43], [5.33, 1.89, -1.85], [-2.89, 1.32, 1.44], [3.51, 2.26, -0.28], [2.89, -1.50, -4.96], [0.20, 0.51, 4.79], [6.16, -1.01, 0.75], [4.26, 1.32, 3.14], [-0.94, 2.05, 3.09], [-3.73, 0.51, -5.93], [-1.42, 2.63, -2.32], [-2.47, 2.73, 3.81], [2.85, 0.26, -5.02], [-3.46, -2.16, 2.04], [0.50, -2.52, 2.68], [6.56, 0.26, -0.38], [1.40, 2.60, -3.31], [-3.58, -3.12, -2.82], [-4.68, -0.10, -4.57], [-4.31, 0.75, -0.93], [-0.26, 5.32, 0.49], [-3.80, 2.33, -4.25], [3.67, -1.99, -1.29], [-4.59, -1.83, -3.11], [-0.42, -1.60, -3.69]]
}

{
  "formula": "C41H80BN3O12PS",
  "method": "ωB97M-V with the def2-TZVPD basis set",
  "orbital_gap_ev": 5.95,
  "e_homo_ha": -0.3793,
  "total_energy_ev": -93639.7111,
  "charge": 1,
  "symbols": ["S", "P", "O", "O", "O", "O", "O", "O", "O", "O", "O", "O", "O", "O", "N", "N", "N", "C", "C", "C", "C", "C", "C", "C", "C", "C", "C", "C", "C", "C", "C", "C", "C", "C", "C", "C", "C", "C", "C", "C", "C", "C", "C", "C", "C", "C", "C", "C", "C", "C", "C", "C", "C", "C", "C", "C", "C", "C", "B", "H", "H", "H", "H", "H", "H", "H", "H", "H", "H", "H", "H", "H", "H", "H", "H", "H", "H", "H", "H", "H", "H", "H", "H", "H", "H", "H", "H", "H", "H", "H", "H", "H", "H", "H", "H", "H", "H", "H", "H", "H", "H", "H", "H", "H", "H", "H", "H", "H", "H", "H", "H", "H", "H", "H", "H", "H", "H", "H", "H", "H", "H", "H", "H", "H", "H", "H", "H", "H", "H", "H", "H", "H", "H", "H", "H", "H", "H", "H", "H"],
  "positions_angstrom": [[-1.95, 4.36, -1.60], [0.65, -1.06, 1.44], [-0.22, -4.73, -0.43], [-8.38, -1.18, -8.08], [-1.20, 0.38, 7.55], [2.25, -1.39, 1.15], [-3.43, 8.40, -0.22], [-7.78, -0.40, -3.48], [-0.29, 7.59, -2.73], [-1.55, -2.10, 0.07], [0.22, -2.29, 2.44], [8.44, -5.68, 5.00], [6.50, -3.59, 4.12], [-1.47, -1.99, -2.81], [-1.93, 1.61, -1.83], [-1.53, 0.75, -0.69], [0.53, -2.51, -0.83], [-7.31, 0.86, -5.50], [4.64, -0.15, -2.23], [-0.55, 7.55, -5.14], [-5.17, 0.99, -0.74], [0.09, -3.64, -0.63], [-8.40, -2.57, -7.78], [7.71, -0.75, 1.13], [3.39, 0.56, -1.65], [-2.30, 0.96, 8.25], [-0.46, 2.09, 1.27], [-3.71, 8.31, -2.63], [-2.90, -2.58, 4.02], [-3.94, 0.99, 0.20], [-1.78, 2.83, -1.67], [-0.43, -0.21, -1.16], [8.42, -7.09, 5.24], [-3.23, 9.12, -1.43], [6.75, -1.19, -1.17], [-5.86, -0.16, -1.06], [0.91, 0.55, -1.29], [-1.08, 1.62, 0.36], [-6.76, -0.04, -4.40], [-2.71, -1.23, 2.00], [7.95, -1.31, 2.59], [5.07, -4.78, 5.66], [-2.65, -1.28, 0.47], [-2.63, -0.20, 4.25], [9.72, -7.55, 5.87], [6.75, -1.64, 0.32], [-0.32, -1.46, -0.19], [-0.08, 8.34, -3.94], [5.23, -4.20, 4.27], [5.93, 0.13, -1.40], [-2.60, -0.12, 2.85], [-7.11, -3.00, -7.11], [-1.93, 2.32, 8.81], [-2.77, -1.49, 4.88], [-0.53, -0.01, -4.03], [-2.81, 0.04, -0.32], [2.05, -0.13, -2.09], [-2.87, -2.47, 2.62], [-0.80, -0.79, -2.67], [-2.78, 2.77, 9.33], [-0.01, 6.61, -5.23], [2.21, -1.20, -1.90], [9.17, -5.50, 4.40], [10.57, -7.32, 5.21], [-0.13, 2.40, 2.25], [-2.51, 0.87, 2.41], [7.79, -1.00, -1.48], [4.81, 0.30, -3.23], [7.31, -2.20, 2.77], [-3.64, 2.05, 0.28], [-2.75, -1.56, 5.97], [-3.13, 1.05, 7.54], [-0.41, 8.12, -6.06], [-9.25, -2.74, -7.12], [9.00, -1.58, 2.76], [8.69, -0.74, 0.62], [9.71, -8.62, 6.06], [-2.93, 7.58, -0.29], [3.47, 0.65, -0.55], [-6.26, -2.81, -7.75], [-1.62, 2.99, 8.00], [0.69, 1.50, -1.80], [-3.00, -3.57, 4.48], [-7.14, -4.07, -6.86], [-0.43, 1.08, -3.85], [-2.95, -3.39, 2.04], [0.38, -0.34, -4.56], [-3.24, -0.27, -1.29], [-3.16, 7.37, -2.70], [7.29, 0.26, 1.21], [5.63, 0.53, -0.41], [-7.64, -1.02, -8.67], [4.09, -5.24, 5.79], [-7.74, 1.76, -5.07], [-0.95, -2.49, -3.46], [6.60, 0.85, -1.90], [-5.98, 0.48, -3.84], [-2.52, 0.73, 4.82], [5.71, -1.49, 0.68], [-6.33, -0.95, -4.83], [2.01, 0.02, -3.18], [-2.16, 9.36, -1.53], [7.58, -7.30, 5.91], [1.36, 0.85, -0.33], [-0.47, 0.31, 8.18], [-1.42, -0.13, -4.67], [-8.10, 0.35, -6.05], [7.61, -0.52, 3.28], [7.17, -4.27, 4.26], [-5.55, 1.93, -1.16], [3.38, 1.59, -2.04], [-5.40, -0.90, -1.74], [-2.60, 0.28, 9.05], [5.20, -4.01, 6.42], [-4.76, 8.07, -2.53], [6.38, -1.98, -1.85], [4.48, -3.42, 4.10], [-3.55, -1.86, 0.18], [-1.61, 7.30, -5.05], [-8.46, -0.86, -3.97], [5.11, -4.97, 3.51], [4.46, -1.22, -2.40], [-4.35, 0.67, 1.17], [6.97, -2.71, 0.38], [-0.64, 9.27, -3.84], [2.58, -0.89, 0.38], [-1.09, 2.24, 9.50], [-3.56, 8.87, -3.56], [0.98, 8.58, -4.02], [-6.86, -0.40, -0.69], [8.24, -7.61, 4.29], [0.22, 6.78, -2.81], [-8.56, -3.13, -8.70], [-6.95, -2.44, -6.19], [0.61, -2.14, 3.31], [9.90, -7.02, 6.81], [5.84, -5.54, 5.85], [-6.52, 1.14, -6.20], [-3.78, 10.05, -1.35]]
}

{
  "formula": "C41H80ClN2O5P",
  "method": "ωB97M-V with the def2-TZVPD basis set",
  "orbital_gap_ev": 10.01,
  "e_homo_ha": -0.3649,
  "smiles": "C=CC[C@@]1(P(=O)(O)O)C(=O)N[C@](CC)([C@H](Cl)CC)[C@@]1(O)c1ccncc1.CCCCCC.CCCCCC.CCCCCC.CCCCCC",
  "total_energy_ev": -78844.6263,
  "symbols": ["Cl", "P", "O", "O", "O", "O", "O", "N", "N", "C", "C", "C", "C", "C", "C", "C", "C", "C", "C", "C", "C", "C", "C", "C", "C", "C", "C", "C", "C", "C", "C", "C", "C", "C", "C", "C", "C", "C", "C", "C", "C", "C", "C", "C", "C", "C", "C", "C", "C", "C", "H", "H", "H", "H", "H", "H", "H", "H", "H", "H", "H", "H", "H", "H", "H", "H", "H", "H", "H", "H", "H", "H", "H", "H", "H", "H", "H", "H", "H", "H", "H", "H", "H", "H", "H", "H", "H", "H", "H", "H", "H", "H", "H", "H", "H", "H", "H", "H", "H", "H", "H", "H", "H", "H", "H", "H", "H", "H", "H", "H", "H", "H", "H", "H", "H", "H", "H", "H", "H", "H", "H", "H", "H", "H", "H", "H", "H", "H", "H", "H"],
  "positions_angstrom": [[-1.19, -1.22, -3.75], [4.38, -0.99, -3.86], [2.48, -0.18, -2.11], [3.37, -0.63, -4.87], [5.59, -1.80, -4.64], [5.10, 0.34, -3.22], [3.99, -4.13, -3.97], [1.91, -3.59, -3.09], [2.13, -1.63, 2.70], [0.60, -1.61, -3.93], [-1.73, 2.57, 4.58], [-9.42, 4.02, 8.34], [4.97, -2.27, -1.55], [-3.92, -1.02, -1.36], [-8.18, -2.92, -2.52], [3.70, -2.11, -2.49], [10.39, 2.65, -3.14], [0.87, -2.35, -5.27], [2.35, -1.61, -1.86], [-1.41, 2.24, 2.05], [-7.27, -1.76, -2.90], [-8.53, 2.79, 8.26], [-0.74, -4.20, -2.38], [-5.05, -3.01, -2.48], [1.78, -0.62, 1.88], [-5.92, -2.21, -3.46], [2.55, -2.66, 1.93], [8.93, 2.66, -3.60], [8.04, 1.61, -2.94], [-7.09, 3.15, 5.52], [5.36, -3.75, -1.25], [10.59, 2.85, -1.63], [3.34, -3.42, -3.29], [1.16, -2.36, -2.63], [-6.39, 1.81, 5.33], [10.08, 4.19, -1.12], [1.84, -0.52, 0.48], [-1.97, 0.82, 2.01], [-0.78, 2.60, 3.39], [0.06, -3.04, -1.71], [2.63, -2.76, 0.52], [-0.02, -3.60, -5.57], [-2.95, 3.49, 4.46], [-7.05, 3.11, 8.10], [-2.59, 4.97, 4.35], [8.48, 0.18, -3.23], [-6.69, 3.86, 6.81], [2.29, -1.63, -0.30], [-4.73, -2.30, -1.17], [6.31, -4.38, -1.95], [6.98, -3.81, -2.62], [6.20, -1.14, -5.01], [-10.46, 3.74, 8.49], [-6.83, 3.80, 4.67], [-4.15, -2.98, -0.54], [-7.15, 4.85, 6.83], [7.02, 1.74, -3.31], [8.00, 1.77, -1.86], [-5.54, -3.96, -2.25], [-4.47, -0.28, -1.95], [-3.49, 5.57, 4.29], [-6.65, 1.10, 6.12], [4.87, 0.46, -2.28], [-2.02, 5.29, 5.23], [-6.09, -2.82, -4.35], [-8.66, 2.21, 9.19], [-2.98, -1.23, -1.87], [5.86, -1.87, -2.09], [-1.11, -3.40, -5.55], [11.66, 2.77, -1.41], [-0.32, 3.59, 3.31], [-7.13, -1.11, -2.04], [-9.37, 4.61, 7.42], [-0.66, -2.29, -1.32], [1.53, 0.42, -0.02], [-6.69, 1.36, 4.38], [10.11, 2.04, -1.08], [8.91, 2.51, -4.68], [-2.76, 0.67, 2.74], [1.07, -0.61, -4.04], [9.01, 4.30, -1.27], [-3.58, 3.35, 5.34], [-6.47, 2.18, 8.15], [-0.65, 2.34, 1.26], [-9.14, -2.55, -2.16], [-7.75, -3.53, -1.72], [-2.21, 2.95, 1.79], [-4.11, -3.27, -2.99], [-2.38, 0.60, 1.02], [-1.40, -3.89, -3.21], [-2.00, 5.17, 3.46], [7.79, -0.53, -2.76], [8.48, -0.02, -4.31], [1.39, 0.27, 2.41], [-5.61, 4.03, 6.80], [0.53, -3.48, -0.79], [-5.64, -2.07, -0.62], [-5.37, -1.33, -3.80], [8.50, 3.65, -3.43], [1.58, 0.19, -2.05], [4.91, -4.33, -0.42], [-1.41, -4.60, -1.58], [10.28, 4.29, -0.05], [2.86, -3.55, 2.50], [-3.56, 3.20, 3.60], [-1.18, 0.09, 2.20], [10.59, 5.02, -1.63], [-2.08, 1.55, 4.75], [-6.72, 3.72, 8.95], [-0.12, -5.05, -2.70], [9.48, -0.03, -2.84], [0.64, -1.61, -6.08], [-9.12, 4.66, 9.18], [0.05, 1.90, 3.59], [-8.17, 3.01, 5.48], [-8.87, 2.14, 7.45], [4.92, -1.71, -0.60], [1.95, -4.13, -2.21], [10.92, 3.45, -3.67], [10.87, 1.72, -3.44], [-8.37, -3.57, -3.38], [-5.31, 1.93, 5.32], [-3.69, -0.57, -0.40], [-1.17, 2.85, 5.48], [0.28, -4.46, -4.93], [0.22, -3.92, -6.61], [2.97, -3.70, 0.06], [1.93, -2.63, -5.43], [-7.77, -1.16, -3.66], [6.38, -5.48, -1.90]]
}